{
  "formula": "C7H11NO4Se2",
  "method": "wB97M-V/def2-TZVPD",
  "symbols": ["C", "N", "C", "Se", "C", "C", "C", "Se", "C", "O", "O", "H", "H", "H", "H", "H", "H", "H", "H", "H", "O", "C", "O", "H", "H"],
  "coordinates": [[0.844, -0.158, 1.139], [-0.405, 0.240, 0.360], [-0.519, 0.915, -0.823], [1.143, 1.597, -1.629], [-1.834, 1.126, -1.091], [-2.602, 0.483, -0.061], [-1.675, -0.061, 0.799], [-2.068, -0.903, 2.467], [-1.770, -2.864, 1.703], [-0.379, -3.210, 1.710], [-2.563, -3.693, 2.362], [1.709, 0.090, 0.472], [0.788, 0.487, 2.022], [0.663, -1.228, 1.534], [0.446, 1.977, -2.724], [-2.333, 1.688, -1.986], [-3.619, 0.415, 0.224], [-1.837, -2.704, 0.656], [-0.218, -3.546, 2.637], [-3.483, -3.569, 1.967], [3.233, 3.016, -2.652], [4.383, 2.907, -2.401], [5.010, 1.746, -2.365], [5.005, 3.839, -2.293], [4.449, 0.998, -2.285]],
  "forces_ev_per_a": [[-1.9, 0.0, -0.5], [0.6, -1.1, 0.7], [1.9, 0.4, 0.3], [0.1, -1.4, 3.1], [-2.8, 1.0, -1.9], [1.9, -0.1, 0.3], [-0.1, 0.2, 0.6], [0.4, -0.8, -0.9], [3.2, 2.8, -0.4], [-1.3, -0.9, 2.6], [-2.5, -1.3, -0.4], [-0.6, -0.8, 1.0], [0.6, 0.0, -0.1], [0.9, 1.6, -1.2], [-1.4, 1.0, -2.7], [1.4, -1.1, 1.8], [-0.9, 0.2, -0.6], [-1.4, 0.1, -1.1], [0.2, 0.5, -1.3], [1.6, -0.4, 1.0], [-1.7, 0.4, -0.3], [0.6, 1.0, -0.6], [2.6, 1.0, 0.6], [0.1, -1.2, 0.2], [-1.4, -1.0, -0.1]],
  "mulliken_charge": [-0.603, 0.073, -0.079, -0.055, -0.257, -0.516, -0.129, 0.017, -0.083, -0.502, -0.505, 0.176, 0.395, 0.152, 0.087, 0.256, 0.480, 0.392, 0.323, 0.385, -0.460, 0.221, -0.419, 0.329, 0.321],
  "orbital_gap_ev": 8.00,
  "e_above_lowest_kcal_mol": 9.94,
  "total_charge": 0,
  "smiles": "Cn1c([SeH])ccc1[Se]C(O)O.O=CO"
}



{
  "formula": "C7H11NOS2",
  "method": "wB97M-V/def2-TZVPD",
  "symbols": ["C", "C", "C", "C", "C", "C", "C", "N", "O", "S", "S", "H", "H", "H", "H", "H", "H", "H", "H", "H", "H", "H"],
  "coordinates": [[-2.841, -0.184, -1.274], [-2.131, -1.043, -2.038], [-3.408, -0.638, -0.053], [-1.881, -2.415, -1.799], [0.029, 0.473, 1.338], [2.592, 0.135, -0.626], [0.541, -0.856, 0.872], [-1.690, -3.535, -1.971], [0.274, -0.149, -1.683], [-2.977, -1.986, 0.767], [1.135, -0.978, -0.863], [-3.063, 0.704, -1.767], [-1.958, -0.781, -3.007], [-4.346, -0.235, 0.398], [-0.602, 0.733, 0.549], [-0.585, 0.456, 2.256], [0.849, 1.181, 1.691], [2.814, 0.280, 0.348], [3.484, -0.219, -1.132], [2.324, 1.112, -1.114], [-0.106, -1.823, 0.888], [1.301, -1.107, 1.493]],
  "forces_ev_per_a": [[0.9, -2.1, -0.4], [-1.5, 0.2, 2.2], [-1.6, -0.9, 1.9], [0.1, -0.2, -0.5], [0.5, 0.1, 1.8], [-0.7, 0.3, -3.6], [-2.0, -2.2, -1.1], [0.2, -0.5, 0.3], [-1.8, 1.0, -1.6], [0.2, 0.4, 0.0], [2.4, 0.2, 2.0], [-0.6, 1.7, -0.2], [1.0, 0.8, -2.4], [0.9, 0.6, -0.9], [-0.9, 1.8, -1.2], [0.0, -0.7, -0.4], [-0.9, -0.7, -1.4], [0.6, 0.4, 3.2], [0.0, -0.4, -0.2], [0.0, -1.0, 0.5], [0.2, 2.1, 0.3], [2.9, -1.2, 1.6]],
  "mulliken_charge": [-0.440, 0.100, -0.150, 0.033, -0.948, -0.979, -0.633, -0.446, -0.574, -0.232, 0.446, 0.448, 0.386, 0.290, 0.244, 0.328, 0.257, 0.366, 0.353, 0.258, 0.244, 0.647],
  "orbital_gap_ev": 7.49,
  "e_above_lowest_kcal_mol": 99.24,
  "total_charge": 0
}



{
  "formula": "C7H11NS",
  "method": "wB97M-V/def2-TZVPD",
  "symbols": ["C", "C", "C", "C", "C", "C", "C", "N", "S", "H", "H", "H", "H", "H", "H", "H", "H", "H", "H", "H"],
  "coordinates": [[0.794, -1.454, 0.382], [2.056, -1.654, 0.019], [1.705, 0.879, 0.097], [1.525, 2.174, 0.250], [-2.081, -0.396, 0.915], [-1.045, 0.113, -1.458], [-0.966, 0.325, 0.116], [0.307, -0.262, 0.574], [3.054, -0.240, -0.174], [0.021, -2.170, 0.699], [2.370, -2.703, -0.233], [2.359, 2.830, 0.298], [0.600, 2.797, 0.330], [-1.788, -1.522, 0.842], [-2.094, -0.079, 1.962], [-3.011, -0.160, 0.323], [-1.465, -0.879, -1.678], [0.058, 0.160, -1.912], [-1.681, 0.881, -1.813], [-0.720, 1.361, 0.461]],
  "forces_ev_per_a": [[-0.9, -2.0, 0.0], [0.1, -2.7, -0.4], [-2.9, -3.1, 1.6], [-0.5, 1.0, -0.1], [0.5, -0.6, -1.8], [2.3, -0.2, 1.3], [1.9, -1.1, 0.1], [2.9, 6.2, -0.4], [-0.6, 1.0, -0.1], [0.9, -0.7, -0.7], [0.3, 1.5, 0.5], [1.0, 0.3, -0.3], [0.5, -1.4, 0.1], [-1.2, 1.9, 0.2], [-0.2, -0.1, -0.3], [0.5, -0.6, 1.2], [0.1, 0.3, 0.1], [-2.6, 0.1, 0.9], [-0.5, 0.7, -1.0], [-1.4, -0.5, -0.8]],
  "mulliken_charge": [-0.056, -0.363, 0.311, -0.755, -0.977, -1.173, 0.249, -0.245, -0.161, 0.226, 0.320, 0.302, 0.222, 0.213, 0.364, 0.334, 0.321, 0.270, 0.433, 0.164],
  "orbital_gap_ev": 8.04,
  "e_above_lowest_kcal_mol": 87.47,
  "total_charge": 0
}



{
  "formula": "C7H11NSi",
  "method": "wB97M-V/def2-TZVPD",
  "symbols": ["C", "C", "C", "C", "C", "C", "C", "N", "Si", "H", "H", "H", "H", "H", "H", "H", "H", "H", "H", "H"],
  "coordinates": [[3.350, 0.255, 0.130], [2.638, 1.434, -0.023], [2.677, -0.953, 0.116], [1.266, 1.401, -0.181], [1.303, -0.979, -0.039], [0.569, 0.196, -0.181], [-2.224, -1.371, 0.243], [-1.934, 1.518, 0.494], [-1.301, 0.167, -0.357], [4.422, 0.282, 0.259], [3.159, 2.382, -0.019], [3.225, -1.877, 0.225], [0.726, 2.328, -0.301], [0.793, -1.932, -0.045], [-3.073, -1.576, -0.400], [-1.596, -2.255, 0.242], [-2.601, -1.228, 1.251], [-2.933, 1.600, 0.602], [-1.513, 2.427, 0.390], [-1.741, 0.321, -2.373]],
  "forces_ev_per_a": [[0.0, 0.0, 0.0], [0.2, 0.1, 0.0], [0.2, -0.1, 0.0], [-0.2, 0.0, 0.0], [-0.2, -0.1, 0.0], [-0.4, -0.2, -0.1], [0.3, 0.4, -0.3], [0.1, -0.1, 0.0], [-0.8, 0.0, -2.6], [0.1, 0.0, 0.0], [0.0, 0.1, 0.0], [0.0, -0.1, 0.0], [0.0, 0.2, 0.0], [0.0, -0.1, 0.0], [-0.1, 0.0, -0.2], [0.2, -0.2, 0.0], [0.1, 0.1, 0.2], [0.0, 0.0, 0.0], [0.0, 0.0, 0.0], [0.7, -0.3, 2.9]],
  "mulliken_charge": [-0.406, -0.609, -0.582, -0.401, -0.291, 0.805, -1.027, -0.403, 0.196, 0.373, 0.349, 0.359, 0.190, 0.219, 0.317, 0.306, 0.337, 0.216, 0.187, -0.136],
  "orbital_gap_ev": 9.55,
  "e_above_lowest_kcal_mol": 0.00,
  "total_charge": 0
}



{
  "formula": "C7H11O",
  "method": "wB97M-V/def2-TZVPD",
  "symbols": ["C", "C", "C", "C", "C", "C", "C", "O", "H", "H", "H", "H", "H", "H", "H", "H", "H", "H", "H"],
  "coordinates": [[1.440, -0.571, 2.477], [0.975, -0.029, 1.364], [-0.450, 0.268, 1.095], [-1.127, 1.066, 1.916], [-1.133, -0.383, -0.096], [-0.917, 0.269, -1.465], [0.529, 0.190, -2.106], [0.728, -0.909, -2.825], [2.485, -0.778, 2.653], [0.779, -0.868, 3.276], [1.621, 0.336, 0.576], [-2.172, 1.344, 1.786], [-0.636, 1.598, 2.726], [-0.826, -1.429, -0.097], [-2.197, -0.320, 0.141], [-1.314, 1.293, -1.440], [-1.490, -0.345, -2.173], [1.251, 0.285, -1.242], [0.627, 1.194, -2.619]],
  "forces_ev_per_a": [[0.0, -0.2, 0.2], [-0.1, 0.7, -0.2], [-0.4, -0.2, 0.0], [0.0, 0.7, 0.4], [0.2, 0.3, 0.5], [0.4, -0.5, -0.3], [-0.3, 0.3, 0.8], [0.0, 0.0, -0.2], [0.2, 0.1, -0.2], [-0.3, -0.1, 0.1], [0.3, -0.4, 0.0], [0.1, -0.3, -0.3], [0.1, -0.2, 0.0], [0.0, -0.1, -0.3], [-0.1, -0.3, -0.1], [0.0, 0.0, 0.0], [-0.2, 0.4, 0.0], [0.0, 0.2, -0.2], [0.1, -0.2, -0.3]],
  "mulliken_charge": [-0.852, -0.213, 0.570, -0.971, -0.768, -0.607, 0.118, -0.901, 0.296, 0.311, 0.216, 0.292, 0.322, 0.279, 0.378, 0.406, 0.229, -0.264, 0.159],
  "orbital_gap_ev": 5.95,
  "e_above_lowest_kcal_mol": 4.27,
  "total_charge": -1,
  "smiles": "C=CC(=C)CCC[O-]"
}



{
  "formula": "C7H11O",
  "method": "wB97M-V/def2-TZVPD",
  "symbols": ["C", "C", "C", "C", "C", "C", "C", "O", "H", "H", "H", "H", "H", "H", "H", "H", "H", "H", "H"],
  "coordinates": [[0.193, -1.468, -0.392], [1.095, -0.572, 0.080], [0.691, 0.835, -0.329], [-1.795, 1.022, -0.281], [-2.053, -0.471, -0.135], [-0.617, 0.681, -1.094], [2.099, -0.807, 1.109], [-0.915, -0.766, -1.039], [0.079, -2.452, -0.179], [0.883, 1.582, 0.519], [1.495, 1.221, -1.025], [-2.662, 1.603, -0.851], [-1.676, 1.708, 0.620], [-1.922, -0.943, 0.815], [-2.939, -0.915, -0.670], [-0.593, 1.157, -2.174], [2.737, 0.030, 1.179], [2.547, -1.840, 1.067], [1.521, -0.758, 1.942]],
  "forces_ev_per_a": [[2.0, 4.5, 0.6], [-2.9, -0.6, -1.5], [3.1, 0.7, -0.5], [-4.0, 2.8, 0.3], [-2.3, -0.5, -0.7], [1.8, 2.9, -1.5], [1.3, -1.9, -2.0], [0.7, -1.1, -0.6], [-0.7, -2.8, 0.1], [-1.4, -1.0, -0.9], [-0.7, -0.6, 0.4], [1.8, -1.5, 0.9], [0.3, -1.5, -0.9], [0.3, -0.2, 0.5], [0.7, 0.7, 0.8], [0.0, -1.6, 2.1], [1.4, 0.4, -0.1], [-0.1, 1.4, 0.0], [-1.5, -0.1, 3.1]],
  "mulliken_charge": [-0.851, 0.884, -1.005, -0.688, -0.325, 0.469, -1.390, -0.153, 0.568, 0.414, 0.352, 0.285, 0.301, 0.312, 0.288, 0.376, 0.388, 0.352, 0.424],
  "orbital_gap_ev": 11.11,
  "e_above_lowest_kcal_mol": 49.33,
  "total_charge": 1
}



{
  "formula": "C7H11O2S2",
  "method": "wB97M-V/def2-TZVPD",
  "symbols": ["C", "C", "C", "C", "C", "C", "C", "O", "O", "S", "S", "H", "H", "H", "H", "H", "H", "H", "H", "H", "H", "H"],
  "coordinates": [[3.006, 0.505, -2.278], [-0.197, -1.036, 0.950], [1.129, -0.652, 0.253], [2.725, 1.224, -0.915], [-1.462, -0.513, 0.228], [-1.333, 0.980, -0.002], [-2.718, -0.988, 0.932], [3.706, 1.248, -2.975], [2.582, -0.671, -2.475], [1.282, 1.144, -0.011], [-1.676, 2.041, 1.321], [-0.271, -2.134, 1.015], [-0.126, -0.790, 2.086], [1.981, -0.931, 0.781], [1.215, -0.966, -0.747], [2.994, 2.323, -0.989], [-1.475, -1.034, -0.762], [-1.613, 1.095, -0.960], [-3.557, -0.899, 0.274], [-2.952, -0.475, 1.894], [-2.721, -1.999, 1.149], [-0.520, 2.526, 1.232]],
  "forces_ev_per_a": [[0.2, -0.9, 0.9], [0.8, -0.4, 1.5], [-2.3, 1.2, 0.3], [-1.0, 1.5, -0.7], [1.2, -0.6, 0.5], [0.4, -2.7, 1.9], [-0.5, 2.0, 0.6], [0.2, 0.0, -0.8], [0.1, 1.2, 0.3], [0.2, -0.3, 0.7], [-2.3, -0.6, 0.1], [0.2, 0.1, -0.4], [-0.4, 0.3, -1.8], [1.3, -0.6, 1.0], [0.0, -1.1, -1.3], [-0.1, -1.4, 0.2], [0.2, 0.6, 0.5], [-1.0, 1.9, -3.2], [-0.7, 0.5, -0.4], [0.3, -0.1, -0.7], [0.5, -2.3, 0.5], [2.5, 1.6, 0.3]],
  "mulliken_charge": [0.573, -0.981, -0.799, -0.422, 0.864, -0.953, -1.739, -0.689, -0.730, 0.040, -0.192, 0.416, 0.232, 0.596, 0.419, 0.257, 0.222, 0.595, 0.423, 0.322, 0.485, 0.060],
  "orbital_gap_ev": [6.38, 7.13],
  "e_above_lowest_kcal_mol": 59.37,
  "total_charge": -1
}



{
  "formula": "C7H11O6P",
  "method": "wB97M-V/def2-TZVPD",
  "symbols": ["C", "O", "C", "O", "C", "P", "C", "O", "O", "C", "C", "O", "O", "C", "H", "H", "H", "H", "H", "H", "H", "H", "H", "H", "H"],
  "coordinates": [[3.118, 1.436, -0.157], [1.731, 1.240, -0.053], [1.262, 0.632, 1.025], [1.944, 0.425, 1.993], [-0.177, 0.054, 0.808], [-1.377, -0.261, 2.250], [-0.171, -1.409, 0.301], [-0.819, -2.352, 0.612], [0.786, -1.390, -0.665], [0.910, -2.433, -1.642], [-1.052, 0.899, -0.103], [-0.800, 2.046, -0.363], [-2.191, 0.200, -0.360], [-3.378, 0.845, -0.685], [3.468, 2.367, 0.401], [3.254, 1.614, -1.317], [3.573, 0.506, 0.282], [-1.656, 0.980, 2.441], [-0.313, -0.313, 3.160], [0.631, -3.285, -1.107], [2.006, -2.289, -1.883], [0.333, -2.306, -2.588], [-3.323, 1.772, -0.300], [-4.259, 0.205, -0.222], [-3.500, 0.817, -1.826]],
  "forces_ev_per_a": [[1.1, 0.6, -1.0], [-1.5, 0.2, -0.3], [-0.1, -0.8, -0.1], [-0.5, -0.1, 0.3], [-1.1, -0.7, 0.6], [1.0, -2.9, 0.1], [2.2, 0.8, -2.0], [-0.3, -0.3, 0.2], [-0.8, 0.7, -0.5], [1.8, 1.6, -0.4], [0.3, 0.5, 0.3], [-1.0, -0.7, -0.2], [1.7, -0.7, 0.3], [-2.4, -3.9, -2.4], [-0.5, -1.3, -0.6], [0.2, -0.6, 2.5], [0.2, 1.1, -0.8], [-0.6, 3.7, 0.8], [0.1, 0.1, 0.5], [0.0, -2.0, 0.1], [-1.2, -1.1, 0.0], [0.0, 0.3, 1.0], [-0.4, 3.4, 1.0], [1.8, 1.4, -0.9], [0.0, 0.4, 1.6]],
  "mulliken_charge": [-0.701, -0.189, 0.303, -0.591, 1.811, -0.129, -0.016, -0.524, -0.249, -0.756, -0.050, -0.542, -0.197, -0.795, 0.269, 0.207, 0.319, 0.051, 0.060, 0.388, 0.211, 0.251, 0.388, 0.228, 0.254],
  "orbital_gap_ev": 10.37,
  "e_above_lowest_kcal_mol": 32.32,
  "total_charge": 0,
  "smiles": "COC(=O)C(P)(C(=O)OC)C(=O)OC"
}



{
  "formula": "C7H11O6Yb",
  "method": "wB97M-V/def2-TZVPD",
  "symbols": ["O", "O", "O", "C", "C", "H", "H", "H", "Yb", "C", "H", "C", "H", "O", "C", "O", "O", "C", "C", "H", "H", "H", "H", "H", "H"],
  "coordinates": [[3.845, 2.708, -0.297], [5.318, 1.997, 1.190], [3.112, 1.617, 1.458], [4.073, 2.085, 0.782], [5.583, 1.296, 2.408], [6.665, 1.355, 2.554], [5.259, 0.252, 2.320], [5.072, 1.785, 3.245], [1.537, 2.302, -0.269], [0.292, -0.746, -1.472], [1.213, -1.327, -1.434], [-0.210, 0.435, -0.761], [-0.590, 0.269, 0.261], [-0.831, -1.651, -1.542], [-1.942, -0.973, -1.424], [-1.833, 0.270, -1.243], [-2.975, -1.652, -1.105], [-4.133, -0.936, -0.574], [-5.185, -1.954, -0.232], [-4.465, -0.229, -1.344], [-3.794, -0.370, 0.302], [-5.469, -2.540, -1.115], [-6.073, -1.420, 0.129], [-4.834, -2.631, 0.557], [0.367, 0.060, -2.396]],
  "forces_ev_per_a": [[-0.2, 0.0, -0.7], [0.2, 0.1, -0.3], [-0.7, -0.4, 0.0], [-0.5, 0.5, 0.0], [0.0, -0.2, 0.4], [-0.3, 0.0, -0.1], [0.1, 0.3, 0.1], [0.1, -0.2, -0.2], [1.1, 0.1, 0.7], [-0.7, 2.7, -3.6], [-0.1, 0.5, 0.7], [-0.8, 0.9, 3.1], [0.6, -0.3, 0.2], [-0.2, -1.0, -0.9], [1.2, -0.3, 2.5], [1.1, 0.9, -1.0], [-0.1, -0.3, -1.1], [-0.4, 0.6, -0.1], [-0.1, -0.2, 0.0], [0.0, -0.2, 0.2], [0.0, -0.1, -0.2], [0.1, 0.1, 0.2], [0.2, -0.2, -0.1], [-0.1, 0.2, -0.2], [-0.1, -3.5, 0.2]],
  "mulliken_charge": [-0.705, -0.294, -0.728, 1.032, -0.575, 0.213, 0.286, 0.278, 1.343, -0.211, 0.426, -0.743, 0.299, -0.312, 0.808, -0.428, -0.231, -0.184, -1.188, 0.321, 0.315, 0.326, 0.380, 0.320, 0.251],
  "orbital_gap_ev": 8.07,
  "total_charge": 1
}



{
  "formula": "C7H11OP",
  "method": "wB97M-V/def2-TZVPD",
  "symbols": ["C", "C", "O", "C", "C", "C", "C", "C", "P", "H", "H", "H", "H", "H", "H", "H", "H", "H", "H", "H"],
  "coordinates": [[-1.048, -2.643, 0.044], [0.117, -1.679, 0.185], [1.259, -2.134, 0.286], [-0.195, -0.278, 0.177], [-1.630, 0.157, 0.057], [0.834, 0.646, 0.258], [0.570, 2.142, 0.278], [2.153, 0.419, 0.519], [3.502, -0.311, -0.168], [-1.548, -2.513, -0.914], [-0.671, -3.661, 0.112], [-1.769, -2.472, 0.839], [-2.100, -0.305, -0.810], [-2.204, -0.130, 0.939], [-1.709, 1.233, -0.061], [1.493, 2.690, 0.448], [0.157, 2.453, -0.679], [-0.125, 2.392, 1.075], [4.542, 0.435, 0.396], [3.675, 0.127, -1.486]],
  "forces_ev_per_a": [[0.3, -0.1, 0.1], [0.0, -0.6, 0.0], [-0.1, 0.6, 0.1], [0.3, 0.7, -0.2], [0.1, 0.0, 0.1], [-0.7, -0.3, 0.3], [0.1, 0.1, -0.3], [0.1, -1.1, 0.2], [0.5, 0.5, 0.2], [-0.1, 0.0, -0.1], [0.0, 0.0, 0.0], [-0.2, 0.0, 0.0], [-0.1, 0.0, 0.0], [-0.1, 0.0, 0.0], [-0.1, 0.1, 0.0], [0.0, 0.1, 0.0], [-0.1, 0.0, 0.0], [0.0, 0.0, 0.0], [0.2, 0.0, 0.2], [-0.1, 0.0, -0.4]],
  "mulliken_charge": [-1.305, 0.996, -0.664, 0.146, -1.702, 1.562, -1.695, -0.611, -0.062, 0.321, 0.363, 0.333, 0.343, 0.332, 0.385, 0.381, 0.395, 0.376, 0.068, 0.039],
  "orbital_gap_ev": 6.94,
  "e_above_lowest_kcal_mol": 64.85,
  "total_charge": 0,
  "smiles": "CC(=O)/C(C)=C(/C)C#[PH2]"
}



E_tot in eV, matching the order above: -147807.40123 -32641.39476 -19758.81716 -16804.97435 -9482.91596 -9474.52205 -33200.80493 -29008.67317 -51243.42532 -18769.84906